Here is the molecule C4H7NO2S at a distorted geometry from the OMol25 dataset. Energies are from wB97M-V/def2-TZVPD.

Summary:
Relative energy (zero: lowest compared OMol25 entry of this formula, charge and spin) in kJ/mol: 333.3
Charge: 0
HOMO-LUMO gap in eV: 9.6

Element x y z (Å)
C  -2.9059  -0.7174  0.5708
O  -2.1943  0.4652  0.1525
C  -0.9486  0.3007  -0.1844
C  -0.4512  1.5909  -0.9134
N  -0.2768  -0.7753  -0.0822
S  1.3424  -0.9720  -0.5469
C  2.3934  0.1439  0.3691
O  1.9787  0.8137  1.2811
H  -3.2600  -1.3133  -0.4006
H  -3.6256  -0.2353  1.3065
H  -1.9851  -1.4004  1.1610
H  -1.3807  2.2753  -1.0313
H  0.4304  2.1221  -0.2490
H  0.0214  1.2778  -1.8579
H  3.4587  0.1125  -0.1238

---

Here is the molecule C3H6BrNS at a distorted geometry from the OMol25 dataset. Energies are from wB97M-V/def2-TZVPD.

Summary:
Relative energy (zero: lowest compared OMol25 entry of this formula, charge and spin) in kJ/mol: 280.0
Charge: 0
HOMO-LUMO gap (alpha / beta) in eV: 6.6 / 8.0

Element x y z (Å)
C  0.0340  1.0648  0.0324
C  -1.0999  -0.3248  0.0529
C  1.2990  0.9402  -0.6612
N  -0.4729  -1.3629  0.6026
S  0.0117  -2.8050  -0.2245
Br  2.8029  0.3202  0.1021
H  -0.5532  1.7496  -0.5897
H  0.2729  1.3396  1.1096
H  -1.7923  0.2392  0.5899
H  -1.6705  -0.5524  -0.8650
H  1.3077  0.7174  -1.6847
H  -0.1393  -1.3259  1.5358

---

Here is a cluster of 7 separate species, C32H43BrCl13F17N3O3S in total at a distorted geometry from the OMol25 dataset. Energies are from wB97M-V/def2-TZVPD.

Summary:
Relative energy (zero: lowest compared OMol25 entry of this formula, charge and spin) in kJ/mol: 655.9
Charge: +1
HOMO-LUMO gap in eV: 7.0

Element x y z (Å)
C  -2.9069  0.7554  6.0258
N  -1.6287  1.4352  5.6869
C  -0.6824  0.6015  4.9244
C  -0.3841  1.0597  3.4174
Cl  -2.1098  1.3146  2.7700
N  0.3730  2.3418  3.5571
C  1.1628  2.5998  2.5229
Br  2.2681  4.2303  2.2353
C  1.0209  1.3327  1.4922
N  0.0611  1.9247  0.5113
S  2.6095  1.2376  0.5163
C  0.6065  0.1589  2.4906
C  -0.0807  -1.2006  2.0070
C  -0.5332  -1.3225  0.4931
C  -2.1021  -1.5737  0.2519
F  -2.9191  -1.3710  1.3799
F  -2.2964  -2.9477  -0.1364
C  -2.7047  -0.6741  -0.9614
F  -2.2676  0.6434  -0.6861
F  -2.0373  -1.1100  -2.1187
C  -4.2902  -0.6469  -1.0274
F  -4.7222  0.3116  -0.0578
F  -4.8861  -1.8715  -0.5972
C  -4.9748  -0.2999  -2.4186
F  -4.4986  -1.0762  -3.5200
F  -6.3315  -0.7447  -2.2784
C  -5.0855  1.2379  -2.8201
F  -6.3939  1.6841  -2.4567
F  -4.1959  2.1176  -2.1925
C  -4.9819  1.5312  -4.4050
F  -5.9214  0.7742  -5.1566
F  -5.4145  2.8865  -4.5540
C  -3.4966  1.4800  -4.9935
F  -2.5388  0.8894  -4.1541
F  -3.0552  2.8228  -5.2046
C  -3.3844  0.7799  -6.4467
F  -4.2511  1.3240  -7.3931
F  -2.0686  1.0809  -6.9018
F  -3.4582  -0.6101  -6.3176
C  2.0231  -0.2971  3.0879
C  1.9907  -1.1617  4.4116
O  1.1000  -1.9279  4.7936
O  3.1339  -1.0118  5.2962
C  4.1144  -2.0119  4.9769
C  5.3727  -1.5528  4.0875
O  4.0605  -3.1814  5.3752
H  -3.6124  0.8344  5.1157
H  -2.7171  -0.3576  6.1847
H  -3.4728  1.2047  6.9029
H  -1.7494  2.3817  5.3189
H  -0.9929  -0.5060  4.8810
H  0.3277  0.6557  5.4864
H  0.3456  3.0869  4.2676
H  0.3900  1.7057  -0.4460
H  0.1028  2.9531  0.5792
H  2.8673  2.5076  -0.0181
H  -0.9017  -1.4316  2.7832
H  0.6905  -2.0379  2.1906
H  -0.0434  -2.2849  0.0785
H  -0.1188  -0.5110  -0.2106
H  2.7657  0.5587  3.2729
H  2.5385  -0.9541  2.2889
H  5.2489  -1.8536  2.9826
H  6.3496  -1.9876  4.5286
H  5.4347  -0.4142  4.1121
Cl  7.6196  -1.2210  6.7266
C  6.4368  -1.8162  7.9209
C  7.0573  -2.0147  9.2888
Cl  8.2078  -3.3734  9.3130
H  6.0052  -2.7422  7.5372
H  5.6425  -1.0693  7.9789
H  6.2783  -2.2466  10.0178
H  7.5826  -1.1195  9.6251
Cl  -4.7621  -7.2489  0.3389
C  -5.7519  -5.7854  0.1118
C  -5.2564  -4.6251  0.9509
Cl  -5.5235  -4.8918  2.6919
H  -6.7873  -6.0368  0.3464
H  -5.6960  -5.5267  -0.9473
H  -5.7993  -3.7169  0.6837
H  -4.1920  -4.4430  0.7954
Cl  4.7511  2.1371  -1.2065
C  5.3110  3.4623  -2.2626
C  6.7069  3.9261  -1.9032
Cl  6.7518  4.7634  -0.3308
H  4.5878  4.2766  -2.1963
H  5.2980  3.0789  -3.2847
H  7.0637  4.6369  -2.6509
H  7.4095  3.0924  -1.8637
Cl  3.9435  -3.8742  1.6779
C  2.7707  -4.8121  0.7183
C  2.6756  -4.3165  -0.7106
Cl  1.9198  -2.7052  -0.8100
H  1.8052  -4.7652  1.2246
H  3.1102  -5.8492  0.7288
H  2.0538  -4.9952  -1.2974
H  3.6569  -4.2602  -1.1836
Cl  -8.4219  4.3751  -9.0741
C  -6.8178  3.8569  -8.4997
C  -6.1304  4.9294  -7.6788
Cl  -5.6478  6.3285  -8.6695
H  -6.2223  3.5734  -9.3690
H  -6.9735  2.9656  -7.8885
H  -5.2176  4.5267  -7.2344
H  -6.7711  5.2896  -6.8726
Cl  2.8472  1.6342  -4.5645
C  3.5710  1.4832  -6.1865
C  5.0843  1.5355  -6.1416
Cl  5.6866  3.1532  -5.6991
H  3.1603  2.2740  -6.8159
H  3.2453  0.5230  -6.5905
H  5.4927  1.3048  -7.1274
H  5.4899  0.8158  -5.4289

---

Here is the ion C10H17FNO with charge +1 at a distorted geometry from the OMol25 dataset. Energies are from wB97M-V/def2-TZVPD.

Summary:
Relative energy (zero: lowest compared OMol25 entry of this formula, charge and spin) in kJ/mol: 148.0
Charge: +1
HOMO-LUMO gap in eV: 6.5

Element x y z (Å)
C  2.3871  0.1337  -2.0025
C  1.9528  -0.7663  -1.0071
C  0.6523  -0.8064  -0.3476
C  1.5835  1.0154  -2.6385
C  -3.0513  -0.2556  1.1948
C  1.2107  -1.9603  1.9002
C  0.2593  0.5496  0.3400
C  -1.3110  2.4951  0.3704
C  0.4453  -2.0122  0.5798
C  -1.2296  0.9706  0.1981
N  -2.0344  0.4576  1.2890
O  -1.6536  0.5657  -1.0818
F  2.8159  -1.6936  -0.6796
H  3.4336  0.0574  -2.2766
H  0.5216  1.0685  -2.4514
H  1.9793  1.6742  -3.3920
H  -3.4749  -0.6343  0.2613
H  -3.5639  -0.5307  2.1051
H  2.2846  -1.9143  1.7419
H  0.9928  -2.8623  2.4648
H  0.9083  -1.1148  2.5121
H  -0.0903  -0.8718  -1.1681
H  0.4969  0.4937  1.3996
H  0.8562  1.3472  -0.1003
H  -0.8138  3.0002  -0.4535
H  -0.8408  2.7744  1.3073
H  -2.3517  2.8117  0.4062
H  -0.6210  -2.0837  0.7965
H  0.7368  -2.9164  0.0431
H  -2.4807  1.0077  -1.3113

---

Here is a cluster of 7 separate species, C11H24Cl10O3 in total at a distorted geometry from the OMol25 dataset. Energies are from wB97M-V/def2-TZVPD.

Summary:
Charge: +1
<S²>: 0.75
HOMO-LUMO gap (alpha / beta) in eV: 8.9 / 2.9
Multiplicity: 2

Element x y z (Å)
C  -14.6694  17.6682  29.7582
C  -13.6839  16.9521  28.8445
C  -12.8203  16.0903  29.7705
O  -13.6663  15.9660  30.8689
C  -14.8802  16.7010  30.8333
H  -15.6058  17.9715  29.2901
H  -14.0050  18.4560  30.1132
H  -13.0392  17.6248  28.2789
H  -14.1541  16.2821  28.1247
H  -12.0140  16.7389  30.1128
H  -12.5462  15.0834  29.4558
H  -15.0313  17.1171  31.8293
H  -15.7787  16.1609  30.5349
C  -15.7741  14.0818  24.8261
C  -17.1478  14.4698  24.2311
O  -17.3826  13.8628  22.9352
O  -14.7891  14.1867  23.8500
H  -15.7154  13.0621  25.2066
H  -15.5941  14.7329  25.6815
H  -17.0847  15.5279  23.9769
H  -17.9364  14.2147  24.9389
H  -16.7166  14.2031  22.3333
H  -14.6457  13.3237  23.4547
C  -15.8844  19.2073  26.5916
Cl  -16.2195  17.5150  26.1432
Cl  -15.4699  20.2936  25.3095
H  -16.7015  19.6863  27.1310
H  -15.0215  19.2285  27.2572
C  -13.3705  23.4292  23.8322
Cl  -14.7721  24.4272  23.3009
Cl  -12.1789  23.1556  22.5809
H  -12.8838  23.9448  24.6601
H  -13.8625  22.4977  24.1117
C  -17.4972  20.6881  30.5971
Cl  -16.7076  19.7548  31.9483
Cl  -16.3950  21.3614  29.4047
H  -18.1166  20.0335  29.9839
H  -18.1972  21.4353  30.9709
C  -12.1498  21.3548  27.8324
Cl  -11.9443  21.8870  26.1034
Cl  -10.7969  20.2322  28.2260
H  -12.1342  22.2413  28.4664
H  -13.1481  20.9175  27.8472
C  -19.7507  21.2048  24.5107
Cl  -19.0258  20.0728  25.5957
Cl  -20.9617  20.4740  23.4972
H  -20.1370  21.9827  25.1694
H  -19.0019  21.5388  23.7925

---

Here is the molecule C6H13N at a distorted geometry from the OMol25 dataset. Energies are from wB97M-V/def2-TZVPD.

Summary:
Relative energy (zero: lowest compared OMol25 entry of this formula, charge and spin) in kJ/mol: 77.2
Charge: 0
HOMO-LUMO gap in eV: 9.0

Element x y z (Å)
C  0.7317  1.6999  1.7498
C  1.3863  0.4473  1.2339
C  1.2013  0.0941  -0.2376
C  -0.1575  -0.4077  -0.6369
C  -1.0516  -1.2625  0.2473
C  -0.5906  -0.2422  -1.9022
N  -1.7288  -0.8486  -2.4813
H  -0.2425  1.8804  1.2777
H  0.6048  1.8155  2.8327
H  1.2401  2.6457  1.5481
H  0.8972  -0.3811  1.7554
H  2.3880  0.3685  1.6685
H  1.5635  0.8607  -0.9276
H  1.9049  -0.7339  -0.4268
H  -2.0265  -0.8731  0.4947
H  -0.5585  -1.4381  1.2066
H  -1.0414  -2.2879  -0.1447
H  0.0347  0.2596  -2.6365
H  -2.1673  -1.4331  -1.8029
H  -2.3878  -0.1636  -2.8182

---

Here is a cluster of 4 separate species, C39H46ClFN7O10P in total at a distorted geometry from the OMol25 dataset. Energies are from wB97M-V/def2-TZVPD.

Summary:
Charge: 0
HOMO-LUMO gap in eV: 8.1

Element x y z (Å)
C  0.8985  -2.0350  0.1924
C  1.6941  -1.1791  -0.4499
C  1.7290  -0.9895  -1.9284
C  2.5605  -1.7367  -2.7630
C  3.4844  -2.8263  -2.2547
Cl  2.6016  -4.1818  -1.4619
C  4.5711  -2.2571  -1.3309
C  5.7950  -1.8227  -2.1396
C  2.5265  -1.4563  -4.1710
C  3.3627  -2.2076  -5.1946
C  2.4536  -3.1510  -5.9902
C  3.2280  -4.1359  -6.8424
F  1.5403  -3.7969  -5.1765
C  1.7107  -0.4617  -4.6611
C  0.8611  0.2900  -3.8328
N  0.0694  1.2563  -4.3973
C  -0.6939  1.8733  -3.5466
P  -1.7386  3.2119  -4.2414
N  -1.1085  4.6186  -4.0728
O  -3.1634  3.1389  -3.5408
O  -1.9291  2.8359  -5.7985
C  -0.7225  1.5789  -2.1471
O  -1.5796  2.2681  -1.3862
C  -2.3052  1.4976  -0.4221
C  -2.9006  0.2003  -0.9236
N  -3.8616  0.3719  -2.0207
C  -4.1747  -0.9581  -2.5686
C  -5.5522  -1.0142  -3.2418
C  -5.4837  -1.8189  -4.5436
O  -6.0736  0.2850  -3.4739
N  0.0506  0.6925  -1.6070
C  0.8742  0.0143  -2.4632
H  1.2387  -2.5617  1.0742
H  -0.1027  -2.2328  -0.1777
H  2.3378  -0.5366  0.1455
H  4.0065  -3.2965  -3.0716
H  4.8546  -2.9904  -0.5808
H  4.2092  -1.3816  -0.8018
H  6.4521  -1.2478  -1.4898
H  6.3574  -2.6908  -2.4805
H  5.5245  -1.1781  -2.9749
H  3.7314  -1.4791  -5.9133
H  4.1730  -2.7722  -4.7518
H  1.8793  -2.5074  -6.6626
H  4.0340  -4.5599  -6.2434
H  2.5789  -4.9145  -7.2281
H  3.6957  -3.5814  -7.6542
H  1.7130  -0.2432  -5.7211
H  -0.9247  5.0472  -4.9724
H  -3.6150  3.9594  -3.7832
H  -2.1982  1.9079  -5.8590
H  -1.7150  1.2814  0.4696
H  -3.1212  2.1401  -0.0971
H  -2.1511  -0.5327  -1.2131
H  -3.4193  -0.2406  -0.0582
H  -4.7195  0.6934  -1.5862
H  -4.2245  -1.6532  -1.7176
H  -3.3838  -1.3154  -3.2260
H  -6.2283  -1.5828  -2.5946
H  -6.3276  -1.5643  -5.1883
H  -5.5573  -2.8892  -4.3599
H  -4.5792  -1.6049  -5.1102
H  -6.8512  0.1607  -4.0231
O  2.4789  4.4381  5.8017
N  1.6807  4.9267  5.0304
O  1.1204  5.9936  5.2046
C  1.3600  4.1789  3.8067
C  1.9518  2.9457  3.5993
C  1.6300  2.2345  2.4550
C  0.7306  2.7624  1.5377
C  0.1531  4.0059  1.7579
C  0.4671  4.7231  2.9009
H  2.6503  2.5397  4.3157
H  2.0780  1.2658  2.2799
H  0.4790  2.2001  0.6460
H  -0.5439  4.4143  1.0385
H  0.0191  5.6895  3.0780
O  -4.2958  7.4348  10.8246
N  -3.4634  8.0466  10.1859
O  -3.2654  9.2411  10.2762
C  -2.6388  7.2869  9.2332
C  -2.8643  5.9312  9.0823
C  -2.0995  5.2239  8.1686
C  -1.1233  5.8749  7.4250
C  -0.9048  7.2342  7.5966
C  -1.6668  7.9499  8.5062
H  -3.6240  5.4295  9.6627
H  -2.2669  4.1640  8.0345
H  -0.5313  5.3247  6.7103
H  -0.1411  7.7345  7.0176
H  -1.5022  9.0084  8.6412
O  2.9809  -4.7891  1.6779
N  2.0490  -5.0982  2.3906
O  1.5000  -4.3491  3.1752
C  1.5477  -6.4768  2.2931
C  2.1727  -7.3565  1.4288
C  1.7114  -8.6606  1.3532
C  0.6367  -9.0651  2.1339
C  0.0160  -8.1644  2.9895
C  0.4723  -6.8590  3.0731
H  3.0077  -7.0366  0.8228
H  2.1924  -9.3626  0.6862
H  0.2822  -10.0858  2.0761
H  -0.8225  -8.4804  3.5946
H  -0.0054  -6.1558  3.7389

---

Here is the molecule CHOP3 at a distorted geometry from the OMol25 dataset. Energies are from wB97M-V/def2-TZVPD.

Summary:
Relative energy (zero: lowest compared OMol25 entry of this formula, charge and spin) in kJ/mol: 156.2
Charge: 0
HOMO-LUMO gap in eV: 6.7

Element x y z (Å)
O  2.2372  0.0275  -0.2288
P  1.4493  -0.8275  -1.0983
P  -0.6330  -1.1892  0.0015
P  -1.7464  0.5214  -0.7105
C  -0.7300  0.4744  0.5781
H  -0.5770  0.9935  1.4580